1.
54
Properties=species:S:1:pos:R:3 method="wB97M-V/def2-TZVPD" e_homo_ev="-20.667 / -20.584" fmax_ha_per_bohr=0.0090 total_energy_ev=-34670.6574 orbital_gap_ha="0.2750 / 0.2774" multiplicity=2 total_charge=+3 e_lumo_ev="-13.19 / -13.04"
Re -0.29597 0.41513 0.53876
C -1.67969 4.09806 -0.67438
C -0.34156 3.49500 -1.08911
C 0.70397 4.59800 -1.37173
C 0.27018 2.60089 -0.04568
C -0.07617 2.65823 1.32488
C 0.45819 1.72593 2.23814
C 1.60003 0.92149 1.89249
C 2.31849 0.14261 2.94452
C 2.02924 0.95183 0.55377
C 1.28947 1.64866 -0.42471
H -2.12872 4.60178 -1.52843
H -1.55929 4.84818 0.10880
H -2.39589 3.34776 -0.32559
H -0.46174 2.89748 -1.99710
H 0.88542 5.20043 -0.48066
H 0.31081 5.25500 -2.14660
H 1.65217 4.19701 -1.73097
H -0.87696 3.31167 1.65300
H 0.07696 1.71431 3.25361
H 2.88451 -0.69361 2.53777
H 1.64420 -0.20499 3.72699
H 3.03644 0.82189 3.41783
H 2.88307 0.36598 0.24040
H 1.56342 1.56277 -1.46959
C -3.87604 0.62239 -1.07150
C -2.52271 0.52258 -0.52628
O -2.26058 0.46332 0.75987
O -1.43916 0.49789 -1.19712
H -4.23792 1.64207 -0.89247
H -4.54498 -0.04432 -0.52349
H -3.88321 0.41771 -2.13929
C -2.04944 -2.78990 -1.01257
C -0.62637 -2.47343 -1.46566
P 0.49390 -1.78436 -0.21331
C 0.12318 -2.48025 1.42746
C 0.25311 -4.01564 1.55045
C 2.22911 -2.03298 -0.70893
C 2.54516 -3.41494 -1.29953
H -2.59660 -3.20350 -1.85855
H -2.60594 -1.91867 -0.66720
H -2.07230 -3.53249 -0.21751
H -0.59718 -1.81142 -2.33496
H -0.13208 -3.40143 -1.77281
H -0.91024 -2.18574 1.68553
H 0.79381 -2.00150 2.14865
H -0.30853 -4.53804 0.77890
H -0.12874 -4.32423 2.52137
H 1.29927 -4.30963 1.48649
H 2.83566 -1.86846 0.18691
H 2.47124 -1.25104 -1.43439
H 2.36860 -4.21451 -0.58266
H 3.60162 -3.43070 -1.56378
H 1.98676 -3.62020 -2.21001

2.
41
Properties=species:S:1:pos:R:3 method="wB97M-V/def2-TZVPD" e_homo_ev=-7.658 fmax_ha_per_bohr=0.0748 total_energy_ev=-42508.9101 de_lowest_kcal_mol=258.7 orbital_gap_ha=0.0934 total_charge=+1 e_lumo_ev=-5.12
Li -3.18152 1.03172 -4.53069
Li 4.64879 -3.01486 1.72404
Li -1.84312 3.94126 -0.05499
S -0.09662 -0.27749 0.47952
O -0.80599 0.06499 -0.72687
O 0.24643 1.03419 1.07547
O -0.83600 -0.97750 1.49374
O 1.14463 -1.02772 0.15946
O 1.86216 -5.58963 -2.16102
H 1.10644 -5.58974 -2.74848
H 1.97631 -4.67112 -1.91700
O 4.83726 2.67687 1.69613
H 5.09283 2.08525 2.40387
H 3.88832 2.57228 1.62679
O 0.40133 5.18455 -3.02622
H 0.55461 5.93477 -3.60060
H 1.17556 4.63326 -3.13975
O -6.06879 -0.63829 2.34467
H -6.23052 -0.08508 1.58045
H -5.13721 -0.85218 2.29329
O 0.00144 -2.82155 6.32823
H -0.29678 -2.49123 5.48077
H -0.80417 -3.02318 6.80421
O -2.74041 -5.21177 -3.98523
H -3.58493 -5.64633 -4.10425
H -2.95937 -4.28556 -3.88318
O 3.62040 1.33821 -3.49961
H 3.01376 0.74662 -3.05437
H 4.47041 0.90270 -3.43608
O -2.80016 -5.81030 2.06683
H -2.61592 -4.88423 2.22388
H -2.07304 -6.11052 1.52149
O -0.07513 0.95596 -6.93028
H 0.04417 0.16854 -7.46128
H 0.81123 1.20616 -6.66953
O -0.62795 7.33088 2.14494
H -0.16867 8.16950 2.10001
H -0.47281 7.01977 3.03678
O 1.59671 2.29701 5.69024
H 1.54742 2.32009 4.73459
H 1.37892 1.39369 5.92003

3.
8
Properties=species:S:1:pos:R:3 method="wB97M-V/def2-TZVPD" e_homo_ev="-8.219 / -8.866" fmax_ha_per_bohr=0.0525 total_energy_ev=-29416.9648 de_lowest_kcal_mol=62.0 orbital_gap_ha="0.2620 / 0.2878" e_lumo_ev="-1.09 / -1.03"
N 1.73552 0.94101 0.12860
P 1.84328 -0.57688 0.04485
P -1.14808 -0.61841 0.55992
P -0.87172 1.39405 -0.12388
H 3.27624 -0.68040 0.13075
H -1.84903 -1.12968 -0.54185
H -2.32762 -0.35820 1.25867
H -0.65860 1.02852 -1.45704

4.
11
Properties=species:S:1:pos:R:3 method="wB97M-V/def2-TZVPD" e_homo_ev=-2.569 fmax_ha_per_bohr=0.0208 total_energy_ev=-6282.2760 de_lowest_kcal_mol=9.6 orbital_gap_ha=0.2690 total_charge=-1 e_lumo_ev=4.75
O 1.20539 0.71179 -2.72722
H 1.38111 1.66286 -2.80831
C -0.72057 -0.38087 0.18685
O -0.39272 0.78566 -0.43200
C -0.14763 -0.47330 1.63259
H -0.34781 -1.26980 -0.35738
H -1.82536 -0.41355 0.27515
H 0.84675 0.72775 -1.79873
H 0.42556 0.43725 1.82610
H 0.52707 -1.31302 1.83033
H -0.95179 -0.47479 2.37262